110
Properties=species:S:1:pos:R:3 method="wB97M-V/def2-TZVPD" multiplicity=1 charge=+2 homo_ha=-0.484 e_lumo_ev=-3.95 total_energy_ev=-62640.132 e_above_lowest_kcal_mol=17.6
C 6.660 2.749 -2.487
O 5.944 1.712 -1.764
C 4.616 1.526 -2.269
C 3.945 0.531 -1.313
N 4.790 -0.748 -1.406
H 4.838 -1.188 -2.309
H 5.759 -0.380 -1.234
C 4.411 -1.814 -0.382
C 3.235 -2.572 -0.891
O 3.505 -2.781 -2.259
C 2.411 -3.412 -2.979
H 7.666 2.812 -2.065
H 6.147 3.708 -2.429
H 6.660 2.399 -3.508
H 4.548 1.150 -3.311
H 3.973 2.419 -2.220
H 2.965 0.252 -1.634
H 3.817 0.884 -0.253
H 4.329 -1.339 0.578
H 5.243 -2.495 -0.384
H 2.328 -1.966 -0.794
H 3.105 -3.520 -0.369
H 2.331 -4.462 -2.678
H 2.649 -3.409 -4.067
H 1.468 -2.873 -2.779
C -6.438 0.103 -4.277
O -5.846 -0.614 -3.210
C -6.118 -0.134 -1.950
C -4.802 -0.055 -1.160
N -4.077 -1.432 -1.219
H -4.721 -2.049 -0.697
H -4.136 -1.732 -2.248
C -2.632 -1.363 -0.809
C -1.836 -0.815 -1.982
O -2.192 -1.626 -3.059
C -1.737 -0.976 -4.285
H -7.398 0.575 -3.978
H -6.579 -0.610 -5.104
H -5.761 0.963 -4.566
H -6.919 -0.730 -1.510
H -6.426 0.934 -1.893
H -5.006 0.094 -0.100
H -4.118 0.709 -1.516
H -2.449 -2.411 -0.698
H -2.518 -0.763 0.100
H -0.821 -0.871 -1.714
H -2.062 0.215 -2.268
H -2.018 -1.567 -5.141
H -0.651 -0.961 -4.415
H -2.148 0.014 -4.458
C -2.902 4.453 3.364
O -2.785 4.486 1.937
C -2.872 3.327 1.239
C -2.647 3.681 -0.164
N -1.194 3.645 -0.579
H -0.794 2.691 -0.398
H -1.135 3.924 -1.544
C -0.352 4.830 -0.019
C 0.910 4.920 -0.866
O 0.543 4.971 -2.243
C 1.411 5.553 -3.183
H -3.846 3.968 3.650
H -2.853 5.518 3.687
H -2.082 3.891 3.777
H -3.900 2.991 1.293
H -2.220 2.551 1.582
H -2.961 4.727 -0.305
H -3.125 2.956 -0.807
H -0.037 4.682 1.033
H -0.903 5.741 -0.057
H 1.559 4.054 -0.807
H 1.560 5.741 -0.593
H 2.353 5.029 -3.306
H 1.661 6.582 -2.865
H 0.888 5.579 -4.161
C -3.204 -1.567 3.787
O -2.517 -2.759 3.940
C -1.555 -2.818 4.998
C -0.220 -2.052 4.933
N 0.710 -2.759 4.068
H 1.981 -2.375 4.144
H 0.700 -3.729 4.415
C 0.295 -2.856 2.609
C 1.251 -3.808 1.943
O 1.006 -5.091 2.550
C 2.028 -6.032 2.257
H -3.462 -1.122 4.789
H -4.157 -1.798 3.304
H -2.592 -0.866 3.233
H -1.334 -3.882 5.054
H -2.071 -2.527 5.942
H 0.112 -2.038 5.964
H -0.323 -1.026 4.594
H 0.310 -1.839 2.175
H -0.699 -3.302 2.482
H 2.296 -3.535 1.968
H 0.989 -3.946 0.863
H 2.373 -5.977 1.186
H 1.575 -6.985 2.549
H 2.896 -5.842 2.928
O 4.373 -0.387 4.042
C 3.418 -1.220 3.620
O 2.963 -0.884 2.466
O 3.065 -2.180 4.263
H 4.533 0.318 3.348
O 1.468 0.453 0.486
C 0.216 0.573 0.577
O -0.390 -0.020 1.472
O -0.271 1.260 -0.391
H 2.027 0.051 1.139

---

24
Properties=species:S:1:pos:R:3 method="wB97M-V/def2-TZVPD" multiplicity=1 charge=0 homo_ha=-0.318 e_lumo_ev=-0.64 total_energy_ev=-16632.302 e_above_lowest_kcal_mol=223.9
O -0.329 -0.875 -2.473
H -1.206 -0.919 -2.854
H -0.318 -0.047 -1.992
O 1.555 -1.504 2.366
H 1.606 -1.322 1.427
H 0.687 -1.193 2.623
O -0.551 1.779 2.946
H -0.484 1.512 2.029
H 0.318 1.608 3.309
O -0.250 -1.936 -0.676
H -0.459 -1.600 -1.548
H 0.155 -1.195 -0.225
O 1.776 0.539 -2.103
H 1.708 -0.398 -1.921
H 2.446 0.604 -2.783
O -1.144 0.679 1.222
H -1.856 0.480 0.614
H -1.544 0.616 2.089
O -0.819 1.005 -1.193
H -0.924 1.879 -0.817
H -1.615 0.537 -0.940
O 0.581 -0.399 0.460
H 0.860 0.077 -0.322
H -0.193 0.073 0.765